1.
Molecular formula: C21H36P2PbS
Method: DFT, wB97M-V/def2-TZVPD

Geometry as XYZ:
```
61
Properties=species:S:1:pos:R:3:forces:R:3:mulliken_charge:R:1
P -0.378187 -1.891855 -4.792773 1.82 1.55 -1.55 1.006
P -0.287902 2.018653 -5.231779 2.00 -0.46 -0.90 1.456
C -1.179413 -0.619686 -5.838178 -0.52 -0.18 -0.80 -1.182
C -0.353534 0.588517 -6.347132 -0.57 0.15 -1.15 -1.179
H -2.103768 -0.304490 -5.312236 0.52 0.01 -0.21 0.392
H -1.534124 -1.170233 -6.726847 -0.02 0.16 0.19 0.676
H 0.678873 0.357685 -6.659294 -0.56 -0.02 0.60 0.363
H -0.822725 0.987635 -7.271707 -0.22 -0.35 0.28 0.650
C -1.893239 2.799312 -5.146041 -0.66 0.38 -0.36 -1.405
H -2.016466 3.310356 -4.183498 0.12 -0.16 -0.14 0.430
H -2.693507 2.063651 -5.255994 0.06 0.04 0.02 0.382
H -1.997265 3.542134 -5.939024 -0.14 0.00 0.02 0.421
C 0.905097 3.112597 -6.035157 -0.35 0.43 -0.74 -1.653
H 0.490029 3.552620 -6.951355 -0.02 -0.05 0.09 0.492
H 1.803082 2.538379 -6.309910 -0.33 0.03 0.43 0.377
H 1.198875 3.916900 -5.346701 -0.08 -0.37 -0.11 0.422
C -1.756991 -2.508024 -3.795531 -0.56 -0.64 0.07 -1.255
H -1.422623 -2.979853 -2.864383 0.03 0.05 -0.16 0.374
H -2.297001 -3.271519 -4.383526 0.22 0.15 0.18 0.398
H -2.499427 -1.730131 -3.562240 0.52 -0.08 -0.12 0.181
C 0.139674 -3.267033 -5.858008 -0.48 -0.46 -0.18 -1.439
H 1.083970 -3.064565 -6.385184 -0.38 0.19 0.28 0.354
H -0.651715 -3.507059 -6.581107 0.21 -0.04 0.08 0.466
H 0.290530 -4.154381 -5.225641 0.03 0.23 -0.12 0.407
Pb -2.640603 -0.983190 -0.773983 0.39 0.91 0.40 0.676
C 1.828412 2.301329 -3.283476 -1.27 1.04 -0.08 -1.455
C 0.448778 1.934167 -3.553162 0.36 -0.46 3.23 0.002
C -0.091884 0.638653 -2.822284 0.25 0.97 0.22 -0.324
C 0.810220 -0.598325 -2.838003 0.61 -0.74 0.05 -1.358
C 1.409576 -1.116883 -4.258458 0.15 0.10 2.65 0.020
C 2.238813 -0.195858 -4.990194 -1.86 0.44 -1.84 -0.759
C 3.352540 0.466789 -4.286874 0.68 0.58 1.43 -1.124
C 2.982131 1.435599 -3.076621 1.40 -0.54 -0.74 -0.588
C -1.353773 -2.402742 0.375967 -0.31 -0.30 0.16 -1.399
H 2.011137 3.378955 -3.207175 -0.16 -0.35 0.00 0.392
H -0.158890 2.770324 -3.130035 -0.01 -0.23 -0.22 0.749
H -1.110191 0.406549 -3.189626 -0.06 -0.18 -0.37 0.213
H -0.289382 0.927769 -1.769624 0.47 -0.16 -0.46 -0.399
H 1.610089 -0.500437 -2.098797 -0.02 0.26 -0.35 0.603
H 0.207679 -1.432913 -2.421787 0.25 0.17 0.01 0.639
H 2.009376 -2.024327 -4.012143 -1.05 -0.72 0.04 0.711
H 2.435588 -0.407377 -6.054802 0.14 -0.49 0.45 0.367
H 4.004829 1.048530 -4.965519 -0.50 -0.30 -0.04 0.282
H 4.004703 -0.334626 -3.861418 0.24 0.32 0.07 0.221
H 2.967923 0.805756 -2.163810 0.05 0.29 -0.10 0.228
H 3.828534 2.151913 -2.957977 -0.24 -0.74 0.12 0.377
H -1.701247 -2.259783 1.408734 0.15 -0.25 -0.11 0.423
H -0.278807 -2.199326 0.349458 -0.23 -0.04 -0.15 0.322
H -1.607237 -3.411407 0.019096 0.33 0.14 0.32 0.413
S -1.717565 1.049555 0.577487 -0.75 0.13 -1.34 -0.390
C -1.379993 0.528952 2.188794 0.33 -0.54 1.34 0.400
C -0.031622 0.412987 2.604128 -0.81 0.11 0.09 -0.466
C 0.254272 0.169593 3.945931 -0.22 0.12 -0.05 -0.447
C -0.780162 0.062378 4.884099 0.14 -0.19 -0.27 -0.445
C -2.111957 0.116580 4.461576 -0.03 -0.02 0.16 -0.435
C -2.430096 0.336435 3.122573 0.85 0.05 -0.26 -0.377
H 0.752559 0.574452 1.860435 -0.20 -0.14 0.31 0.419
H 1.294182 0.090786 4.252971 -0.18 0.03 0.06 0.363
H -0.539292 -0.090436 5.938763 -0.13 0.03 -0.35 0.347
H -2.909832 -0.000247 5.200922 0.24 0.04 -0.28 0.335
H -3.464448 0.395220 2.772763 0.36 0.05 0.21 0.326
```
Positions in Å, forces in eV/Å.

Calculated values
HOMO level (spin up / spin down) = -4.3 / -4.3 eV
ΔE to the lowest compared entry with this formula, charge and spin = 581.0 kJ/mol

***

2.
Molecular formula: C29H28Br2N4O4Ti
Method: DFT, wB97M-V/def2-TZVPD

Geometry as XYZ:
```
68
Properties=species:S:1:pos:R:3:forces:R:3:mulliken_charge:R:1
Ti -0.306929 -2.007887 0.710971 -0.10 0.02 -0.26 0.123
N 0.288857 -4.156782 0.519053 0.02 0.02 -0.05 -0.352
C 1.637411 -4.416271 0.981957 0.03 -0.10 0.03 -0.060
C 2.164548 -5.660409 1.182830 -0.05 0.03 -0.02 -0.514
C 3.502501 -5.794037 1.606845 0.00 -0.05 0.00 -0.804
C 4.280165 -4.689861 1.809563 0.03 0.02 0.00 -0.957
C 3.747687 -3.394240 1.615131 -0.05 0.03 -0.01 0.518
C 4.479513 -2.204822 1.819991 0.00 -0.05 -0.01 -0.464
C 3.872127 -0.995764 1.617627 0.04 0.06 0.01 -1.068
C 2.533049 -0.955407 1.223186 -0.06 0.00 -0.02 -0.076
N 1.802544 -2.047298 1.024231 0.13 0.06 0.03 0.517
C 2.407510 -3.268038 1.205165 0.03 -0.01 0.05 0.297
H 0.213917 -4.392159 -0.470923 -0.04 0.01 0.00 0.381
H -0.390815 -4.730857 1.012424 0.02 -0.03 0.01 0.407
H 1.563806 -6.545154 1.010210 0.00 0.00 0.00 0.502
H 3.909236 -6.783296 1.762059 0.00 0.00 0.00 0.435
H 5.310511 -4.791445 2.124268 0.00 0.00 0.01 0.454
H 5.514496 -2.261718 2.133534 0.00 0.00 0.01 0.487
H 4.402459 -0.066029 1.762406 0.00 0.00 0.00 0.467
H 2.044236 -0.005169 1.061129 -0.01 -0.01 0.01 0.513
Br -0.182043 -2.918163 3.350483 -0.07 -0.04 0.03 0.063
C -1.604598 -1.938065 4.305301 0.05 0.02 -0.01 -0.206
Br -0.962165 -0.287620 4.989302 -0.02 0.01 0.03 -0.035
H -1.891887 -2.600371 5.112242 0.02 0.00 0.01 0.521
H -2.396493 -1.795267 3.584092 -0.02 0.01 -0.01 -0.055
O -1.051646 -2.366083 -1.125156 0.03 -0.03 0.08 -0.549
C -2.189715 -2.719109 -0.646105 -0.12 -0.01 0.01 0.735
C -3.524661 -2.817177 -1.304578 -0.01 -0.04 -0.02 -0.545
C -4.437669 -3.117908 -0.104183 0.01 0.07 0.01 -0.440
C -3.529173 -3.050327 1.119352 -0.05 -0.17 0.03 0.112
O -3.819370 -3.084710 2.275864 -0.02 0.05 -0.03 -0.529
N -2.190093 -2.941550 0.649641 0.08 0.04 0.01 0.340
H -3.512476 -3.599873 -2.064185 0.01 0.00 -0.01 0.337
H -3.754204 -1.880867 -1.814230 0.00 0.00 0.00 0.313
H -4.893717 -4.106558 -0.147664 0.01 0.00 0.00 0.320
H -5.243989 -2.396736 0.015913 0.00 0.00 0.00 0.336
C -0.276584 5.360035 -4.891114 0.01 -0.01 0.00 -1.533
C 0.575524 4.731809 -3.823643 0.00 0.02 0.01 1.193
C 1.921871 5.061757 -3.721571 -0.01 0.00 0.00 -0.804
C 2.733324 4.506294 -2.744467 0.01 0.00 0.00 -0.919
C 2.192898 3.610326 -1.841240 0.00 -0.02 0.01 -0.528
C 0.849993 3.274327 -1.938149 -0.02 0.03 -0.04 -0.734
N 0.324954 2.329564 -0.986535 -0.02 -0.01 0.02 0.257
C -0.462580 2.659480 0.044453 0.05 -0.03 -0.04 1.121
C -0.780674 4.018493 0.292053 -0.04 0.06 0.03 -1.006
C -1.605431 4.366499 1.321567 0.05 -0.02 -0.07 -0.642
C -2.183247 3.403825 2.187608 -0.03 -0.04 0.04 -1.059
C -1.891709 2.096039 1.998157 -0.02 0.02 0.04 -0.742
C -1.019688 1.681465 0.941351 0.00 -0.04 -0.03 0.237
C -0.737886 0.324736 0.833508 0.07 0.11 -0.11 1.752
O 0.061886 -0.234129 -0.043310 0.10 -0.01 -0.01 -0.895
O -1.238336 -0.603600 1.622792 -0.08 -0.03 0.22 -0.429
C 0.020328 3.811189 -2.922515 0.00 -0.02 0.03 1.158
C -1.434355 3.441662 -3.021185 0.02 0.00 0.01 -1.767
H 0.282509 6.115412 -5.438558 0.00 0.00 0.00 0.397
H -1.161909 5.835330 -4.465840 0.00 0.00 -0.01 0.329
H -0.622709 4.614803 -5.610371 -0.01 0.00 0.00 0.358
H 2.341124 5.772302 -4.422600 0.00 0.00 0.00 0.397
H 3.777503 4.780535 -2.683155 0.00 0.00 0.00 0.395
H 2.797107 3.176382 -1.054468 0.00 0.00 0.00 0.508
H 0.519794 1.353956 -1.145794 0.00 0.01 0.01 0.381
H -0.354333 4.773784 -0.352018 0.00 0.01 0.00 0.519
H -1.826053 5.414189 1.481165 0.01 0.01 -0.01 0.435
H -2.838200 3.719338 2.986396 0.00 -0.01 0.00 0.458
H -2.300390 1.333680 2.645918 -0.01 0.01 0.02 0.477
H -2.069883 4.234353 -2.617376 0.00 0.00 -0.02 0.371
H -1.661830 2.525729 -2.478451 0.00 0.00 0.00 0.244
H -1.725950 3.297460 -4.060349 -0.01 0.00 0.00 0.544
```
Positions in Å, forces in eV/Å.

Calculated values
Total charge = +2
HOMO level = -13.1 eV
ΔE to the lowest compared entry with this formula, charge and spin = 0.0 kJ/mol

***

Among the records above, which one has the lowest ΔE to the lowest compared entry with this formula, charge and spin? C29H28Br2N4O4Ti

***

Number 2 is which compound? C29H28Br2N4O4Ti

***

Which of these has the lowest ΔE to the lowest compared entry with this formula, charge and spin? C29H28Br2N4O4Ti